(P)
Density functional theory data (ωB97M-V/def2-TZVPD) for C4H16AlN8O4 as an isolated structure.

Total charge: +3

CARTESIAN COORDINATES (ANGSTROEM)
Al 1.641 1.024 -1.976
O -0.995 2.280 -1.330
O 1.114 1.793 0.855
O 0.400 -0.580 0.028
O 2.241 -1.794 -2.029
N 3.123 -3.835 -1.525
N -2.208 3.690 -0.201
N -1.057 -1.337 1.526
N 1.877 -3.578 -3.232
N -0.606 2.011 2.289
N 1.225 3.276 2.431
N -2.446 1.520 0.167
N -0.852 -2.478 -0.203
C 2.380 -2.979 -2.171
C -0.392 -1.396 0.397
C 0.637 2.256 1.876
C -1.900 2.483 -0.502
H -2.474 0.646 -0.338
H 1.951 -4.585 -3.208
H -1.550 -2.108 1.953
H -1.223 2.717 2.664
H -0.715 -0.630 2.162
H -3.106 1.816 0.871
H -1.134 1.252 1.883
H -1.797 -2.783 -0.014
H 2.213 3.313 2.225
H 1.344 -3.047 -3.905
H -1.742 4.368 -0.787
H 3.067 -4.826 -1.709
H 3.600 -3.562 -0.677
H -0.462 -2.764 -1.089
H 0.742 3.884 3.077
H -2.895 3.955 0.491


(Q)
Density functional theory data (ωB97M-V/def2-TZVPD) for C4H16AlN8O4 as an isolated structure.

Total charge: +3

CARTESIAN COORDINATES (ANGSTROEM)
Al 4.920 -11.049 8.686
O 5.005 -10.908 6.736
O 3.208 -11.850 7.970
O 3.531 -11.250 10.162
O 5.183 -12.664 7.529
N 5.156 -10.528 4.647
N 1.882 -11.728 11.612
N 6.974 -13.174 6.252
N 3.497 -13.099 11.336
N 6.979 -10.791 5.788
N 6.448 -14.512 7.973
N 0.974 -12.473 8.079
N 2.420 -13.902 8.504
C 3.007 -11.951 11.001
C 6.218 -13.379 7.307
C 5.698 -10.698 5.784
C 2.276 -12.636 8.231
H 3.214 -14.275 9.004
H 5.734 -14.784 8.633
H 0.255 -13.150 8.291
H 7.487 -10.717 6.658
H 5.692 -10.785 3.830
H 6.745 -12.308 5.785
H 4.324 -13.412 10.849
H 7.348 -14.962 7.887
H 0.737 -11.680 7.499
H 4.178 -10.755 4.542
H 7.929 -13.498 6.196
H 1.525 -12.344 12.328
H 7.462 -10.722 4.904
H 1.323 -10.949 11.294
H 1.577 -14.380 8.789
H 2.920 -13.672 11.935


Quick ranking, most stable first: (Q), (P).


(P)
Density functional theory data (ωB97M-V/def2-TZVPD) for C2H6N4 as an isolated structure.

Total charge: +2

CARTESIAN COORDINATES (ANGSTROEM)
N -1.095 -0.996 -0.116
N -1.462 1.395 -0.059
N 0.188 -1.462 0.077
N 2.143 0.459 0.097
C -0.735 0.310 -0.152
C 0.716 -0.316 -0.223
H 2.401 1.153 -0.651
H -2.045 -1.371 0.271
H 2.753 -0.310 0.392
H -2.394 1.246 0.200
H -0.922 2.277 -0.025
H 0.449 -2.385 0.189


(Q)
Density functional theory data (ωB97M-V/def2-TZVPD) for a 2-piece molecular cluster, C2H6N4 overall.

Total charge: +2

CARTESIAN COORDINATES (ANGSTROEM)
N 3.614 0.023 0.062
N -3.283 0.603 0.055
N 1.208 0.215 0.025
N -1.411 -0.919 -0.018
C 2.365 0.088 -0.017
C -2.367 -0.243 0.042
H -1.167 -1.898 -0.010
H 0.278 0.054 -0.313
H 4.083 -0.647 0.673
H 4.219 0.651 -0.467
H -3.705 0.927 -0.818
H -3.716 0.931 0.923


Quick ranking, most stable first: (Q), (P).


(P)
Density functional theory data (ωB97M-V/def2-TZVPD) for a 2-piece molecular cluster, C3H12N4 overall.

Total charge: +2

CARTESIAN COORDINATES (ANGSTROEM)
N 2.870 0.601 -0.509
N -2.789 0.716 0.381
N -3.584 -0.218 -0.345
N 1.594 0.965 -0.619
C 1.466 -0.866 0.709
C 2.975 -0.679 0.209
C 0.726 0.192 -0.062
H -3.017 1.610 -0.045
H 1.082 -1.863 0.830
H -4.683 -0.211 -0.495
H 3.541 0.956 -1.296
H -3.136 0.878 1.301
H -3.336 -0.100 -1.359
H 1.580 -0.508 1.863
H -3.270 -1.206 -0.104
H -0.384 0.037 -0.041
H 3.402 -1.459 -0.473
H 1.274 1.800 -1.108
H 3.689 -0.646 1.162


(Q)
Density functional theory data (ωB97M-V/def2-TZVPD) for C3H12N4 as an isolated structure.

Total charge: +2

CARTESIAN COORDINATES (ANGSTROEM)
N -6.119 2.377 -0.686
N -3.482 -1.852 0.116
N -4.894 0.343 0.038
N 11.427 0.623 -0.125
C -2.118 -1.389 -0.179
C -5.457 1.385 -0.219
C -4.263 -1.187 0.990
H -1.963 -0.443 0.273
H 11.654 -0.013 -0.937
H -5.178 -1.718 1.241
H 12.220 0.548 0.508
H 11.296 1.590 -0.603
H -1.859 -1.438 -1.164
H 10.460 0.399 0.367
H -5.532 3.104 -1.129
H -1.494 -2.087 0.422
H -6.914 2.823 -0.224
H -3.790 -0.896 1.958
H -3.994 -2.170 -0.645


Quick ranking, most stable first: (Q), (P).


(P)
Density functional theory data (ωB97M-V/def2-TZVPD) for C4H3BrClNS as an isolated structure.

CARTESIAN COORDINATES (ANGSTROEM)
Br 3.058 -0.087 -0.997
Cl -1.049 2.843 0.272
S -2.218 -0.678 -1.592
N -0.657 -0.817 -1.039
C -1.234 1.361 -0.450
C 1.895 0.296 0.340
C -2.402 0.974 -0.963
C -0.299 0.294 -0.545
H 1.821 -0.409 1.141
H -3.375 1.332 -1.092
H 2.140 1.346 0.668


(Q)
Density functional theory data (ωB97M-V/def2-TZVPD) for C4H3BrClNS as an isolated structure.

CARTESIAN COORDINATES (ANGSTROEM)
Br 0.228 -3.071 -1.747
Cl -0.871 0.183 2.230
S 1.558 2.155 -0.525
N 0.961 0.727 -1.179
C -1.279 -2.143 -1.211
C 0.011 0.864 0.948
C 0.083 0.302 -0.320
C 0.728 2.027 0.940
H -1.843 -2.783 -0.477
H 0.851 2.588 1.754
H -0.427 -0.849 -0.413


Quick ranking, most stable first: (P), (Q).